Record 1
Formula: C5H7NO2
Source: the OMol25 dataset
Level of theory: ωB97M-V with the def2-TZVPD basis set

As for the relative energy (zero: lowest compared OMol25 entry of this formula, charge and spin): 586.5 kJ/mol. As for the LUMO energy: -0.25 eV. For the HOMO energy, the calculation gives -8.650 eV.

Geometry as XYZ:
```
15
Properties=species:S:1:pos:R:3:mulliken_charge:R:1
H -1.8911 -0.4881 1.7350 0.330
H -0.4142 -1.9237 0.6462 0.366
C 0.8974 -0.2548 -0.1418 0.580
O 0.2191 2.3286 -0.5818 -0.354
C 0.8456 1.6699 0.1654 0.021
C 0.0322 -0.5284 -1.2993 -0.746
H 0.3501 -1.2639 -2.0338 0.347
C -1.6576 -0.0855 0.7284 -1.000
H -0.6409 0.2494 -1.6569 0.263
N 1.9662 -1.0346 0.1008 -0.195
C -0.5203 -0.9693 0.0339 -0.100
H -1.3727 1.0778 0.8731 0.219
H 1.7643 1.9306 0.7065 0.332
H -2.6418 -0.1323 0.2457 0.308
O 3.0637 -0.5758 0.4785 -0.370
```

Record 2
Formula: C5H7NO2
Source: the OMol25 dataset
Level of theory: ωB97M-V with the def2-TZVPD basis set

As for the relative energy (zero: lowest compared OMol25 entry of this formula, charge and spin): 413.2 kJ/mol. As for the LUMO energy: 0.83 eV. For the HOMO energy, the calculation gives -9.210 eV.

Geometry as XYZ:
```
15
Properties=species:S:1:pos:R:3:mulliken_charge:R:1
C 2.8152 -0.4325 -0.0269 -0.331
H 2.7886 1.7357 -0.2367 0.487
C 2.4442 0.8177 -0.1237 -0.265
O -0.5223 -0.7893 -0.3396 -0.310
H -2.6184 -1.1934 0.6257 0.263
H -2.9134 -0.8846 -0.9868 0.238
H 3.8930 -0.5947 0.0631 0.351
H -1.1634 1.3290 -0.6346 0.232
O 1.0285 0.7693 0.0115 -0.291
N 1.7964 -1.4830 0.1640 -0.529
C -1.2147 0.4315 0.1137 -0.039
C -2.7022 -0.1489 0.0216 -1.011
C 0.8179 -0.6180 -0.1067 0.600
H -3.6940 0.4979 0.2966 0.280
H -0.7554 0.5633 1.1589 0.326
```